# 1
ORCA calculation (wB97M-V/def2-TZVPD) on a molecular structure, C35H36N4O2RuSi.

Values from the calculation:
Orbital gap (spin up / spin down) in Ha: 0.277 / 0.282
Net charge: +1
2S+1: 2
HOMO level (spin up / spin down) in eV: -10.8 / -11.1
E in eV: -57391.314

Each line ends with the Löwdin charge.
Geometry (Å):
Ru: 0.260 0.061 0.177  1.263
C: 1.241 -1.685 0.638  -0.305
Si: 0.931 -1.502 2.477  0.589
C: -0.834 -0.993 2.783  -0.211
N: -1.330 0.063 1.852  -0.235
C: -2.740 -0.184 1.478  -0.191
C: -3.709 -0.018 2.646  -0.150
C: -3.458 1.281 3.428  -0.174
C: -2.500 2.176 2.658  -0.167
C: -1.178 1.460 2.406  -0.187
C: 2.192 -0.396 3.296  -0.288
C: 3.452 -0.201 2.723  -0.113
C: 4.455 0.477 3.402  -0.080
C: 4.212 0.984 4.671  -0.076
C: 2.967 0.803 5.260  -0.069
C: 1.973 0.110 4.580  -0.096
C: 1.144 -3.198 3.264  -0.234
C: 2.305 -3.528 3.967  -0.081
C: 2.503 -4.810 4.462  -0.074
C: 1.542 -5.789 4.263  -0.079
C: 0.382 -5.485 3.564  -0.082
C: 0.191 -4.203 3.068  -0.106
H: 0.825 -2.615 0.270  -0.005
H: 2.309 -1.653 0.412  0.012
H: -0.986 -0.703 3.831  0.098
H: -1.439 -1.891 2.632  0.083
H: -2.816 -1.201 1.093  0.111
H: -2.996 0.497 0.672  0.112
H: -3.630 -0.880 3.312  0.108
H: -4.719 -0.035 2.233  0.120
H: -3.021 1.054 4.404  0.112
H: -4.394 1.803 3.618  0.113
H: -2.286 3.084 3.225  0.124
H: -2.935 2.493 1.708  0.123
H: -0.633 1.380 3.351  0.114
H: -0.612 2.066 1.714  0.068
H: 3.663 -0.591 1.733  0.097
H: 5.429 0.604 2.944  0.109
H: 4.994 1.507 5.207  0.108
H: 2.777 1.184 6.255  0.108
H: 1.017 -0.045 5.070  0.104
H: 3.066 -2.774 4.137  0.098
H: 3.411 -5.045 5.004  0.107
H: 1.695 -6.788 4.650  0.107
H: -0.371 -6.246 3.404  0.105
H: -0.722 -3.995 2.517  0.089
O: -2.442 1.936 -2.301  0.094
C: -1.830 1.205 -1.553  -0.606
O: -0.958 1.534 -0.664  -0.142
C: -2.104 -0.283 -1.575  -0.200
C: -3.195 -0.792 -2.259  0.030
C: -3.436 -2.151 -2.223  -0.018
C: -2.562 -2.961 -1.511  -0.027
C: -1.489 -2.383 -0.863  -0.115
N: -1.258 -1.060 -0.884  -0.016
H: -3.821 -0.096 -2.799  0.133
H: -4.285 -2.577 -2.740  0.121
H: -2.703 -4.031 -1.456  0.117
H: -0.797 -2.994 -0.311  0.091
C: 1.909 -0.522 -3.786  -0.017
C: 2.988 0.342 -3.820  -0.021
C: 3.239 1.138 -2.718  0.019
C: 2.405 1.052 -1.615  -0.177
N: 1.359 0.215 -1.583  -0.003
C: 1.125 -0.560 -2.651  -0.072
C: 2.600 1.845 -0.391  -0.182
C: 3.641 2.745 -0.240  0.017
C: 3.774 3.440 0.948  -0.021
C: 2.868 3.199 1.960  -0.021
C: 1.860 2.279 1.740  -0.105
N: 1.700 1.622 0.582  0.032
H: 1.670 -1.161 -4.624  0.120
H: 3.629 0.396 -4.690  0.123
H: 4.079 1.815 -2.723  0.114
H: 0.280 -1.222 -2.590  0.106
H: 4.340 2.913 -1.044  0.112
H: 4.578 4.154 1.077  0.123
H: 2.933 3.700 2.915  0.123
H: 1.154 2.067 2.520  0.086



# 2
ORCA calculation (wB97M-V/def2-TZVPD) on a molecular structure, C27H41F9IrOP2.

Values from the calculation:
Orbital gap (spin up / spin down) in Ha: 0.221 / 0.215
Net charge: +1
2S+1: 5
HOMO level (spin up / spin down) in eV: -9.2 / -11.1
E in eV: -76569.513

Each line ends with the Löwdin charge.
Geometry (Å):
Ir: 0.365 0.760 -0.382  0.994
C: 2.499 1.545 0.259  -0.255
C: 1.322 2.462 0.070  -0.488
C: 1.627 1.974 2.356  -0.199
C: 2.641 1.297 1.653  -0.179
C: 0.819 2.680 1.466  -0.217
C: 3.634 1.373 -0.696  -0.027
H: 3.382 1.685 -1.714  0.072
H: 3.967 0.323 -0.713  0.083
H: 4.497 1.977 -0.359  0.117
C: 3.767 0.588 2.305  0.001
H: 4.418 0.118 1.568  0.083
H: 3.373 -0.177 2.980  0.070
H: 4.388 1.259 2.916  0.111
C: 1.530 2.036 3.838  0.001
H: 2.290 2.702 4.270  0.107
H: 1.683 1.047 4.269  0.061
H: 0.552 2.411 4.150  0.085
C: -0.207 3.671 1.869  -0.025
H: 0.290 4.527 2.360  0.116
H: -0.905 3.246 2.609  0.091
H: -0.783 4.058 1.019  0.073
C: 1.336 3.604 -0.913  -0.049
H: 1.859 4.472 -0.485  0.106
H: 0.309 3.900 -1.141  0.072
H: 1.839 3.333 -1.841  0.068
C: -1.205 -2.383 -2.655  -0.200
C: -0.379 -1.538 -3.446  -0.367
C: -1.049 -0.787 -4.667  -0.139
C: -2.371 -0.052 -4.362  -0.174
C: -2.457 0.363 -2.949  -0.111
C: -3.013 -0.426 -1.936  -0.224
C: -3.625 -1.806 -2.261  -0.135
C: -2.605 -2.717 -2.965  -0.173
H: -1.208 -1.571 -5.427  0.128
H: -3.237 -0.684 -4.640  0.121
H: -0.353 -0.067 -5.124  0.107
H: -2.761 -2.701 -4.054  0.115
H: -0.753 -2.973 -1.848  0.112
H: 0.588 -1.923 -3.816  0.128
H: -2.749 -3.751 -2.614  0.128
H: -3.915 -2.283 -1.309  0.121
H: -3.620 0.059 -1.158  0.099
H: -4.551 -1.680 -2.846  0.130
H: -2.434 0.856 -5.001  0.133
H: -2.233 1.413 -2.786  0.091
P: 0.453 -0.901 -1.908  0.801
C: 1.697 -2.080 -1.353  -0.148
C: 0.801 0.609 -2.881  -0.218
P: -1.696 0.731 0.481  0.823
C: -0.931 -0.833 -0.467  -0.454
C: -2.527 2.107 -0.342  -0.251
C: -2.509 0.324 2.019  -0.213
H: 1.621 -2.283 -0.269  0.046
H: 2.704 -1.677 -1.537  0.065
H: 1.614 -3.049 -1.893  0.086
H: -0.105 0.921 -3.403  0.043
H: 1.580 0.341 -3.601  0.092
H: 1.151 1.451 -2.278  -0.013
H: -3.189 -0.553 1.937  0.072
H: -3.096 1.216 2.325  0.066
H: -1.701 0.125 2.749  0.040
H: -0.805 -1.675 0.225  0.047
H: -1.926 -0.862 -1.073  -0.022
H: -2.750 2.832 0.450  0.055
H: -3.452 1.865 -0.876  0.047
H: -1.803 2.555 -1.037  0.035
F: 0.636 -2.542 5.395  0.144
C: 0.894 -1.533 4.517  -0.466
F: 0.138 -0.467 4.910  0.121
F: 2.206 -1.180 4.687  0.121
C: 0.583 -1.896 2.990  -0.381
O: 0.526 -0.872 2.182  -0.119
C: 1.652 -2.980 2.535  -0.477
F: 2.013 -3.854 3.518  0.144
F: 1.176 -3.716 1.481  0.115
F: 2.787 -2.378 2.094  0.127
C: -0.757 -2.788 3.125  -0.470
F: -0.530 -4.039 3.626  0.138
F: -1.683 -2.187 3.924  0.132
F: -1.338 -2.951 1.901  0.104



# 3
ORCA calculation (wB97M-V/def2-TZVPD) on a molecular structure, C22H32B3ClCsF5LiMgN2O18S.

Values from the calculation:
Orbital gap in Ha: 0.059
Net charge: -1
HOMO level in eV: -3.5
E in eV: -108339.017

Each line ends with the Löwdin charge.
Geometry (Å):
C: -0.253 -6.719 -2.540  -0.056
C: -1.178 -5.963 -1.422  -0.331
O: -0.355 -4.885 -0.897  0.000
B: -1.024 -4.111 0.116  -0.498
O: -2.439 -3.820 0.010  -0.007
C: -0.060 -3.560 1.346  -0.153
B: 1.402 -3.430 0.652  -0.447
O: 2.525 -4.121 1.315  0.005
O: 1.705 -2.754 -0.559  0.048
C: 1.140 -1.405 -0.593  -0.181
C: 1.534 -0.601 -1.950  -0.035
C: -0.616 -2.373 2.264  -0.043
O: -1.827 -2.925 2.902  0.006
C: -1.515 -4.338 2.993  -0.366
O: -2.205 -5.249 3.514  0.082
O: -0.257 -4.650 2.331  0.025
H: 0.212 -7.682 -2.109  0.078
H: 0.641 -6.020 -2.776  0.096
H: -0.801 -6.874 -3.528  0.083
H: -2.137 -5.626 -1.949  0.072
H: -1.480 -6.762 -0.645  -0.021
H: -2.592 -2.863 -0.185  0.144
H: 3.049 -3.373 1.695  0.149
H: -0.011 -1.435 -0.571  0.132
H: 1.581 -0.825 0.289  0.142
H: 1.475 0.529 -1.757  0.081
H: 2.645 -0.840 -2.181  0.099
H: 0.860 -0.892 -2.829  0.088
H: 0.096 -2.343 3.179  0.162
H: -0.695 -1.325 1.798  0.152
Li: 2.865 -5.679 0.299  0.836
C: -0.137 1.586 -6.564  -0.637
F: 0.620 2.113 -7.550  -0.001
F: -1.364 2.148 -6.701  0.098
F: -0.302 0.234 -6.861  -0.206
S: 0.606 1.853 -4.876  0.454
O: 0.703 3.300 -4.727  -0.327
O: 1.905 1.188 -4.918  -0.340
O: -0.330 1.236 -3.939  -0.347
B: -2.971 3.843 -0.738  -1.002
O: -3.026 2.800 0.305  0.178
C: -1.838 2.205 0.335  -0.392
O: -1.551 1.298 1.089  0.097
C: -0.958 2.814 -0.666  -0.398
O: 0.185 2.499 -0.887  0.154
O: -1.615 3.781 -1.306  0.244
F: -3.207 5.133 -0.155  0.086
F: -3.946 3.575 -1.752  0.098
Mg: -3.505 -6.402 -0.114  0.557
N: -5.610 4.248 3.304  -0.156
C: -5.696 4.237 4.652  -0.423
C: -4.973 3.379 5.463  -0.141
C: -4.110 2.473 4.857  -0.048
C: -4.001 2.458 3.473  -0.032
C: -4.763 3.359 2.746  -0.197
H: -6.387 4.962 5.077  0.104
H: -5.080 3.416 6.536  0.034
H: -3.528 1.784 5.460  0.123
H: -3.337 1.764 2.970  0.111
H: -4.709 3.390 1.662  0.118
C: -5.787 5.908 9.107  -0.056
C: -5.514 4.508 8.772  -0.238
N: -5.298 3.407 8.508  0.141
H: -6.511 6.352 8.420  0.083
H: -6.194 6.007 10.117  0.086
H: -4.880 6.516 9.062  0.089
C: 6.674 1.069 -0.983  -0.085
C: 6.393 0.261 -2.239  -0.280
O: 5.079 0.443 -2.748  -0.160
C: 4.721 1.767 -3.130  -0.269
C: 5.603 2.341 -4.226  -0.079
H: 5.950 0.825 -0.201  0.077
H: 7.679 0.854 -0.610  0.071
H: 6.609 2.144 -1.166  0.059
H: 6.488 -0.799 -2.000  0.083
H: 7.135 0.471 -3.017  0.104
H: 4.704 2.422 -2.253  0.106
H: 3.694 1.715 -3.498  0.093
H: 6.644 2.432 -3.907  0.055
H: 5.252 3.336 -4.511  0.076
H: 5.585 1.696 -5.109  0.084
C: 5.765 -3.378 -1.017  -0.989
O: 6.054 -2.461 -0.240  0.073
O: 5.539 -3.232 -2.248  0.140
O: 5.646 -4.594 -0.694  0.029
Cs: -7.480 2.496 3.757  1.350
Cl: 1.090 -0.266 -8.335  0.208



# 4
ORCA calculation (wB97M-V/def2-TZVPD) on a single C20H18N2O5 molecule.

Values from the calculation:
Orbital gap in Ha: 0.330
Net charge: 0
SMILES: CN(C)C(=O)COC(=O)c1cccc(CN2C(=O)c3ccccc3C2=O)c1
HOMO level in eV: -9.4
E in eV: -34251.470

Each line ends with the Löwdin charge.
Geometry (Å):
C: -5.395 -0.501 0.574  -0.047
N: -5.229 0.930 0.630  -0.147
C: -4.575 1.689 -0.272  -0.437
O: -4.522 2.901 -0.195  0.064
C: -3.913 0.970 -1.456  -0.057
H: -3.247 1.698 -1.932  0.133
O: -3.175 -0.188 -1.089  -0.026
C: -1.856 -0.039 -0.870  -0.423
O: -1.267 1.003 -1.005  0.135
C: -1.215 -1.311 -0.455  -0.105
C: 0.147 -1.276 -0.168  0.057
C: 0.816 -2.421 0.226  -0.164
C: 0.104 -3.611 0.332  -0.026
C: -1.250 -3.652 0.047  -0.061
C: -1.917 -2.506 -0.347  -0.015
H: -2.971 -2.534 -0.575  0.111
H: -1.787 -4.585 0.132  0.106
H: 0.617 -4.511 0.638  0.118
C: 2.293 -2.417 0.542  -0.070
N: 2.899 -1.119 0.394  0.021
C: 2.940 -0.176 1.414  -0.360
O: 2.561 -0.367 2.541  0.138
C: 3.547 1.031 0.804  -0.073
C: 3.823 2.269 1.344  0.011
C: 4.392 3.226 0.508  -0.059
C: 4.672 2.944 -0.819  -0.059
C: 4.396 1.693 -1.363  0.010
C: 3.831 0.746 -0.536  -0.073
C: 3.413 -0.650 -0.809  -0.360
O: 3.491 -1.298 -1.821  0.139
H: 4.609 1.466 -2.396  0.123
H: 5.111 3.708 -1.443  0.107
H: 4.615 4.207 0.901  0.107
H: 3.599 2.483 2.377  0.123
H: 2.446 -2.741 1.577  0.140
H: 2.812 -3.106 -0.134  0.140
H: 0.653 -0.327 -0.266  0.128
H: -4.677 0.648 -2.169  0.141
C: -5.782 1.566 1.805  -0.037
H: -5.545 2.627 1.762  0.086
H: -5.350 1.129 2.708  0.094
H: -6.867 1.439 1.829  0.092
H: -4.644 -1.009 1.188  0.096
H: -6.385 -0.752 0.960  0.093
H: -5.317 -0.867 -0.446  0.085



> Look up the net charge of the third one.

-1



> Which of these has the lowest E?

C22H32B3ClCsF5LiMgN2O18S